The following is a DFT calculation (ωB97M-V/def2-TZVPD) of an isolated molecule of C4H7ClN2 at a distorted geometry.

## Properties
SMILES	[H]/N=C(\C)N/C=C/Cl
total charge	0
calculated total energy	-726.294388	a.u.
LUMO level	0.723	eV
energy relative to the best compared isomer or geometry (same formula, charge and spin)	29.0	kcal/mol
HOMO energy	-8.34	eV
Kohn-Sham gap	9.062	eV

Last column: Mulliken charge in e.
Cartesian coordinates (Å):
H  1.664692  -2.174680  0.861799  0.20
N  1.073817  -1.421132  0.529921  -0.66
C  1.588207  -0.317813  0.787635  0.78
C  3.003682  -0.165678  1.284674  -1.14
N  0.877382  0.836245  0.516634  -0.18
C  -0.389502  0.926967  -0.041934  -0.35
C  -1.008764  -0.051790  -0.647181  -0.15
Cl  -2.621846  0.110519  -1.230302  -0.20
H  3.071187  -0.347827  2.377379  0.28
H  3.632094  -0.980944  0.872009  0.32
H  3.467648  0.806572  1.084418  0.31
H  1.356745  1.698796  0.674469  0.19
H  -0.861298  1.894094  0.189255  0.27
H  -0.579814  -1.030745  -0.769247  0.35

Atomic forces in eV per Å
H 0.111 -0.107 -0.210
N -0.860 -2.181 0.092
C 0.700 1.617 -0.333
C 0.658 -0.381 0.923
N 0.996 -0.043 0.329
C 0.040 1.331 0.988
C -0.575 -0.988 -0.545
Cl -0.286 0.176 -0.090
H -0.294 0.334 -0.442
H -0.385 0.654 -0.122
H -0.152 -0.211 -0.079
H 0.048 0.202 0.075
H 0.083 -0.505 -0.497
H -0.083 0.104 -0.088

The following is a DFT calculation (ωB97M-V/def2-TZVPD) of an isolated molecule of C4H7ClN2 at a distorted geometry.

## Properties
SMILES	N#CCCCNCl
total charge	0
calculated total energy	-726.242926	a.u.
LUMO level	0.362	eV
energy relative to the best compared isomer or geometry (same formula, charge and spin)	61.3	kcal/mol
HOMO energy	-9.77	eV
Kohn-Sham gap	10.129	eV

Last column: Mulliken charge in e.
Cartesian coordinates (Å):
N  -0.080795  2.908047  -0.750229  -0.43
C  -0.560729  1.879584  -0.731044  0.30
C  -0.913439  0.522235  -0.916534  -0.44
C  0.414846  -0.263195  -0.908587  -0.57
C  0.789232  -0.479901  0.589081  -0.70
N  -0.274614  -1.085672  1.314228  -0.35
Cl  -0.586827  -0.347180  2.910213  -0.11
H  -1.415858  0.141701  0.035260  0.27
H  -1.449937  0.415288  -1.804556  0.34
H  0.367594  -1.332137  -1.371197  0.27
H  1.250321  0.148712  -1.548141  0.37
H  1.779574  -0.924242  0.777978  0.40
H  0.809481  0.508804  1.004050  0.36
H  -0.128849  -2.092043  1.399479  0.30

Atomic forces in eV per Å
N 0.467 1.817 0.337
C 0.025 0.168 -0.455
C 0.865 -1.747 2.481
C 1.025 -2.891 -0.806
C 1.078 1.484 -0.465
N -1.124 -1.000 0.642
Cl 0.471 -0.889 -1.120
H -0.107 0.411 -1.665
H -1.172 -0.379 -1.211
H -0.709 1.680 0.643
H -0.891 0.197 1.131
H -0.296 -0.011 -0.338
H 0.602 0.770 0.159
H -0.235 0.391 0.667

The following is a DFT calculation (ωB97M-V/def2-TZVPD) of an isolated molecule of C4H7ClN2 at a distorted geometry.

## Properties
total charge	0
calculated total energy	-726.147582	a.u.
LUMO level (spin up / spin down)	-0.729 / -0.790	eV
energy relative to the best compared isomer or geometry (same formula, charge and spin)	121.1	kcal/mol
HOMO energy (spin up / spin down)	-8.21 / -9.53	eV
Kohn-Sham gap (spin up / spin down)	7.486 / 8.743	eV

Last column: Mulliken charge in e.
Cartesian coordinates (Å):
C  0.219931  -0.803738  -1.567927  -0.06
C  1.265312  -1.615072  -1.041322  -0.24
C  -0.543152  0.205393  0.498123  0.59
C  -0.999828  1.662776  0.832599  -1.00
N  -0.624320  -0.027933  -0.892742  -0.53
N  0.583797  -0.238791  1.243544  -0.61
Cl  2.409696  -2.341893  -2.025997  -0.15
H  0.009960  -0.729249  -2.675942  0.36
H  1.035353  -1.897687  -0.030391  0.39
H  -1.307268  -0.622532  0.770056  0.19
H  -0.295823  2.361237  0.166978  0.24
H  -0.517932  1.899109  1.846290  0.29
H  -2.000089  1.987354  0.725018  0.33
H  0.764362  0.161028  2.151712  0.20

Atomic forces in eV per Å
C -0.635 1.122 -0.613
C -2.192 0.986 -0.177
C -1.224 -0.220 1.538
C 4.730 1.058 0.108
N 1.320 -0.766 -1.545
N 0.353 -0.996 -1.100
Cl 0.274 -0.303 -0.135
H 0.636 -0.382 1.147
H 1.164 -0.432 0.249
H 0.326 1.118 0.478
H -1.726 -1.435 0.981
H -1.437 -0.293 -1.038
H -1.006 -0.118 -0.084
H -0.584 0.662 0.191

The following is a DFT calculation (ωB97M-V/def2-TZVPD) of an isolated molecule of C4H7ClN2 at a distorted geometry.

## Properties
total charge	0
calculated total energy	-726.153082	a.u.
LUMO level	0.235	eV
energy relative to the best compared isomer or geometry (same formula, charge and spin)	117.6	kcal/mol
HOMO energy	-8.34	eV
Kohn-Sham gap	8.578	eV

Last column: Mulliken charge in e.
Cartesian coordinates (Å):
C  0.957548  -0.329179  0.667690  -0.28
C  0.038246  0.416137  -0.333252  -0.35
C  -1.485051  -2.294076  0.073797  0.21
C  0.125171  1.969787  -0.277899  -0.94
N  0.619000  -1.669548  0.948251  -1.00
N  -0.364326  -2.144203  0.354393  0.57
Cl  -2.320720  -2.815977  -1.240686  -0.08
H  1.965778  -0.158956  0.180735  0.28
H  0.846792  0.043952  1.786482  0.30
H  -1.046556  0.097974  -0.219984  0.15
H  0.442758  -0.039725  -1.233684  0.33
H  -0.970143  2.199217  -0.097852  0.26
H  0.463491  2.456011  -1.224680  0.26
H  0.728010  2.268587  0.616690  0.29

Atomic forces in eV per Å
C -0.613 2.959 1.429
C -0.420 -0.794 0.470
C -3.237 -0.455 -0.156
C -1.201 -0.622 0.422
N 0.289 -3.183 -0.891
N 3.537 1.803 1.578
Cl -0.353 -0.578 -0.931
H -0.558 -0.646 1.449
H 0.850 0.348 -2.247
H 1.439 0.413 -0.161
H -0.576 0.413 -0.792
H 1.489 0.688 -0.159
H -0.169 -0.426 0.927
H -0.478 0.079 -0.938

The following is a DFT calculation (ωB97M-V/def2-TZVPD) of an isolated molecule of C4H7ClN2 at a distorted geometry.

## Properties
SMILES	CN1C=C[C@@H](Cl)N1
total charge	0
calculated total energy	-726.241107	a.u.
LUMO level	0.836	eV
energy relative to the best compared isomer or geometry (same formula, charge and spin)	62.4	kcal/mol
HOMO energy	-8.16	eV
Kohn-Sham gap	9.000	eV

Last column: Mulliken charge in e.
Cartesian coordinates (Å):
C  -1.390653  -0.933692  0.793136  -0.89
N  -0.886162  -0.192407  -0.308423  0.07
C  -0.557172  1.109646  -0.016797  -0.08
C  0.713322  1.505892  -0.413598  -0.55
C  1.355527  0.279107  -0.833979  -0.13
Cl  2.588441  -0.421849  0.516960  -0.33
N  0.250681  -0.661713  -1.027388  -0.46
H  -0.587515  -0.852089  1.563209  0.36
H  -2.312797  -0.639152  1.205748  0.32
H  -1.529377  -1.957152  0.463868  0.30
H  -1.280990  1.716442  0.522794  0.36
H  1.105782  2.425421  -0.001436  0.34
H  1.966741  0.166039  -1.676497  0.40
H  0.564169  -1.544490  -0.787594  0.28

Atomic forces in eV per Å
C 2.361 -1.640 0.855
N 0.091 2.033 -1.249
C 1.215 1.069 -0.553
C -2.700 -0.538 1.604
C -1.052 -1.392 0.313
Cl -0.076 0.223 0.008
N 0.200 2.490 -0.266
H -0.770 -0.718 0.133
H -1.119 0.997 0.077
H 0.105 -0.312 0.163
H 0.129 -0.165 -0.161
H 0.398 -0.120 -0.634
H 1.064 0.402 -0.966
H 0.153 -2.330 0.676

Q: total charge of number 4 (C4H7ClN2)?
A: 0

What did the fifth record say?
The following is a DFT calculation (ωB97M-V/def2-TZVPD) of an isolated molecule of C4H7ClN2 at a distorted geometry.

## Properties
SMILES	CN1C=C[C@@H](Cl)N1
total charge	0
calculated total energy	-726.241107	a.u.
LUMO level	0.836	eV
energy relative to the best compared isomer or geometry (same formula, charge and spin)	62.4	kcal/mol
HOMO energy	-8.16	eV
Kohn-Sham gap	9.000	eV

Last column: Mulliken charge in e.
Cartesian coordinates (Å):
C  -1.390653  -0.933692  0.793136  -0.89
N  -0.886162  -0.192407  -0.308423  0.07
C  -0.557172  1.109646  -0.016797  -0.08
C  0.713322  1.505892  -0.413598  -0.55
C  1.355527  0.279107  -0.833979  -0.13
Cl  2.588441  -0.421849  0.516960  -0.33
N  0.250681  -0.661713  -1.027388  -0.46
H  -0.587515  -0.852089  1.563209  0.36
H  -2.312797  -0.639152  1.205748  0.32
H  -1.529377  -1.957152  0.463868  0.30
H  -1.280990  1.716442  0.522794  0.36
H  1.105782  2.425421  -0.001436  0.34
H  1.966741  0.166039  -1.676497  0.40
H  0.564169  -1.544490  -0.787594  0.28

Atomic forces in eV per Å
C 2.361 -1.640 0.855
N 0.091 2.033 -1.249
C 1.215 1.069 -0.553
C -2.700 -0.538 1.604
C -1.052 -1.392 0.313
Cl -0.076 0.223 0.008
N 0.200 2.490 -0.266
H -0.770 -0.718 0.133
H -1.119 0.997 0.077
H 0.105 -0.312 0.163
H 0.129 -0.165 -0.161
H 0.398 -0.120 -0.634
H 1.064 0.402 -0.966
H 0.153 -2.330 0.676

Q: Look up the energy relative to the best compared isomer or geometry (same formula, charge and spin) of the fourth one.
A: 117.6 kcal/mol